[1]
Computed, not measured: C6H10HgO6 as an isolated structure in a non-equilibrium geometry, with ωB97M-V/def2-TZVPD.

```
23
Properties=species:S:1:pos:R:3:mulliken_spin:R:1
O -1.82035 -0.48135 2.14066 0.002
C -2.28553 -0.78902 0.96633 -0.017
O -1.53642 -0.50614 -0.05192 -0.010
C -1.12838 0.87160 -0.27117 0.001
C -0.37241 0.93978 -1.57963 0.001
C 0.66988 -0.15735 -1.80183 -0.002
C 1.48529 -0.56629 -0.59327 0.001
O 2.07901 0.60290 -0.00935 0.000
C 2.51836 0.49715 1.23030 0.000
O 2.70319 -0.53174 1.83532 0.000
O 2.72307 1.71725 1.71426 0.000
H -0.51942 1.17867 0.58765 0.000
H -2.03241 1.49026 -0.31221 0.000
H 0.10297 1.93104 -1.60457 0.000
H -1.09322 0.91482 -2.40908 0.001
H 1.35320 0.16211 -2.60153 0.000
H 0.17461 -1.06860 -2.16577 0.002
H 2.28679 -1.25403 -0.89178 0.000
H 0.87514 -1.06667 0.17099 0.000
H 2.99366 1.65384 2.63895 0.000
Hg -3.93658 -2.58948 -0.61161 1.014
O -3.11569 -1.70969 0.88140 0.007
H -2.12475 -1.23907 2.73785 0.001
```

Results
Strongest force on any atom (Eh/bohr): 0.09645
Relative energy (zero: lowest compared OMol25 entry of this formula, charge and spin) (kcal per mole): 0.00
Spin multiplicity: 2
LUMO (alpha / beta) (eV): -4.13 / -6.57
Charge: +1
Highest occupied orbital energy (alpha / beta) (Ha): -0.495 / -0.495

---

[2]
Computed, not measured: an isolated ion of composition C6H10IN4O2 and charge +1 in a non-equilibrium geometry, with ωB97M-V/def2-TZVPD.

```
23
Properties=species:S:1:pos:R:3:nbo_charge:R:1
C 3.63434 -0.80604 0.05846 -0.620
C 2.16732 -0.21409 0.34743 -0.525
C 1.82042 1.12552 -0.46703 0.798
O 2.23984 1.32226 -1.64047 -0.509
O 0.96467 2.08491 0.22132 -0.533
C -0.40441 1.73500 -0.08265 -0.069
C -1.07448 0.74470 1.03642 -0.489
C -2.35315 0.08517 0.29019 0.411
N -3.64952 0.70620 0.01793 -0.169
N -4.32071 -0.27229 -0.65229 0.077
N -3.61394 -1.39073 -0.83245 -0.152
N -2.38460 -1.24234 -0.26786 -0.358
I -1.01151 -2.77045 -0.32653 0.563
H 4.09527 -0.48232 -0.93251 0.255
H 4.29646 -0.53914 0.95035 0.234
H 3.51757 -1.95794 0.02244 0.213
H 1.40390 -1.00344 0.02352 0.209
H 1.96904 0.00621 1.45249 0.233
H -0.52119 1.18134 -1.09574 0.188
H -1.11050 2.64694 -0.14444 0.235
H -0.35433 -0.04965 1.42610 0.258
H -1.47979 1.36681 1.90932 0.280
H -3.83071 -2.27662 -1.31400 0.471
```

Results
Strongest force on any atom (Eh/bohr): 0.12103
Relative energy (zero: lowest compared OMol25 entry of this formula, charge and spin) (kcal per mole): 46.00
Structure (SMILES): CCC(=O)OCCc1nn[nH][n+]1I
LUMO (eV): -6.13
Charge: +1
Highest occupied orbital energy (Ha): -0.501

---

[3]
Computed, not measured: a 2-piece molecular cluster, C6H10N overall in a non-equilibrium geometry, with ωB97M-V/def2-TZVPD.

```
17
Properties=species:S:1:pos:R:3:nbo_charge:R:1
C -1.32000 1.12105 0.82152 -0.342
C -0.24396 1.46894 1.19941 0.048
C -0.06643 -0.60102 -1.41203 0.664
C 1.06882 1.63572 1.89924 -0.660
C -0.00585 0.24018 -2.52232 -0.805
C -0.21259 -2.36774 0.41569 -0.489
N -0.08023 -1.45422 -0.63422 -0.203
H -2.25698 1.18591 0.38459 0.241
H 1.19199 0.75603 2.34114 0.230
H 0.89134 2.49864 2.48660 0.262
H 1.73735 1.69714 1.10726 0.232
H -0.44889 1.18128 -2.03299 0.320
H -0.54679 -0.15328 -3.44064 0.324
H 1.01130 0.24752 -3.08133 0.333
H -1.25320 -2.67697 0.65603 0.284
H -0.07085 -1.60616 1.31528 0.273
H 0.60497 -3.17301 0.49677 0.287
```

Results
Strongest force on any atom (Eh/bohr): 0.09917
Relative energy (zero: lowest compared OMol25 entry of this formula, charge and spin) (kcal per mole): 76.33
LUMO (eV): -3.65
Charge: +1
Highest occupied orbital energy (Ha): -0.511

---

[4]
Computed, not measured: C6H10N as an isolated structure in a non-equilibrium geometry, with ωB97M-V/def2-TZVPD.

```
17
Properties=species:S:1:pos:R:3:nbo_charge:R:1
C 1.38439 -0.75864 -1.16195 -0.455
C 0.81001 -1.40457 0.07425 -0.284
C -1.05705 -0.43199 -0.13487 -0.153
C -0.09240 -1.07629 -0.98962 0.059
C 0.04856 -0.28406 0.84260 0.165
C 0.70525 0.88707 1.42269 -0.729
N -1.71723 0.87210 -0.55591 -0.692
H 2.05387 0.06809 -1.12783 0.239
H 1.56791 -1.53795 -1.92121 0.252
H 1.27273 -2.16610 0.64626 0.256
H -1.91611 -1.00312 0.23459 0.239
H 0.07524 1.14795 2.27716 0.257
H 1.00027 1.66415 0.78531 0.236
H 1.54105 0.59652 2.02576 0.266
H -2.02314 1.58873 0.07160 0.454
H -2.52598 0.61452 -1.16349 0.444
H -1.12736 1.22356 -1.32534 0.446
```

Results
Strongest force on any atom (Eh/bohr): 0.08288
Relative energy (zero: lowest compared OMol25 entry of this formula, charge and spin) (kcal per mole): 127.87
LUMO (alpha / beta) (eV): -4.22 / -4.06
Charge: +1
Highest occupied orbital energy (alpha / beta) (Ha): -0.456 / -0.460

---

[5]
Computed, not measured: an isolated ion of composition C6H10N and charge +1 in a non-equilibrium geometry, with ωB97M-V/def2-TZVPD.

```
17
Properties=species:S:1:pos:R:3:nbo_charge:R:1
C -1.67936 0.74828 -2.56749 -0.074
C -0.95222 0.23552 -1.75122 -0.114
C 0.19614 1.43766 1.15925 0.091
C -0.17666 -0.34644 -0.65452 -0.037
C 1.23903 -0.45153 -1.16937 -0.643
C -0.17916 -0.73232 2.06409 -0.475
N -0.01884 0.22274 1.01808 -0.239
H -2.37333 0.68201 -3.35751 0.260
H 0.26002 1.76652 2.26613 0.228
H 0.16815 2.10079 0.31096 0.239
H -0.73935 -1.32607 -0.43584 0.255
H 1.64567 0.43629 -1.53657 0.238
H 1.33483 -1.06642 -1.97263 0.260
H 1.98125 -0.77295 -0.44069 0.228
H 0.69551 -0.64598 2.83171 0.262
H -0.21360 -1.81987 1.69979 0.261
H -1.18807 -0.46824 2.53583 0.260
```

Results
Strongest force on any atom (Eh/bohr): 0.09559
Relative energy (zero: lowest compared OMol25 entry of this formula, charge and spin) (kcal per mole): 75.82
Structure (SMILES): C#C[C@@H](C)[N+](=C)C
LUMO (eV): -4.44
Charge: +1
Highest occupied orbital energy (Ha): -0.534

---

[6]
Computed, not measured: an isolated ion of composition C6H10N and charge +1 in a non-equilibrium geometry, with ωB97M-V/def2-TZVPD.

```
17
Properties=species:S:1:pos:R:3:nbo_charge:R:1
C 2.39778 -0.24846 0.09229 -0.371
C 2.90408 -1.43546 0.02340 0.403
C 0.99224 0.24061 0.54293 0.198
C -0.31434 -1.68822 -0.09559 -0.614
C -1.41059 0.68131 0.01887 -0.607
C -0.12715 -0.08990 -0.35018 -0.304
N 2.33163 1.10848 -0.22053 -0.575
H 0.98662 0.57090 1.54830 0.255
H -0.87637 -2.05868 -1.02110 0.258
H -1.10611 -2.01021 0.73279 0.246
H 0.60756 -2.24038 0.12534 0.232
H -1.88936 0.00205 0.82014 0.237
H -2.06589 0.94543 -0.77953 0.253
H -1.11444 1.62956 0.39652 0.216
H 0.23395 -0.00139 -1.38582 0.237
H 2.88696 1.71362 0.37735 0.473
H 2.02441 1.13290 -1.18616 0.461
```

Results
Strongest force on any atom (Eh/bohr): 0.08065
Relative energy (zero: lowest compared OMol25 entry of this formula, charge and spin) (kcal per mole): 142.89
LUMO (eV): -5.93
Charge: +1
Highest occupied orbital energy (Ha): -0.576

---

[7]
Computed, not measured: an isolated ion of composition C6H10N and charge +1 in a non-equilibrium geometry, with ωB97M-V/def2-TZVPD.

```
17
Properties=species:S:1:pos:R:3:nbo_charge:R:1
C -0.30462 -0.67768 -0.40307 -0.380
C -1.65437 -1.39601 -0.25411 -0.131
C 0.59622 -0.67405 0.68236 0.271
C -1.71838 -0.13434 -0.02880 0.148
C -2.32083 1.15903 0.23981 -0.675
C 2.47306 0.29135 -0.55171 -0.446
N 1.80536 -0.21524 0.62818 -0.442
H 0.08164 -0.47148 -1.39279 0.227
H -2.05821 -2.37197 -0.37353 0.272
H 0.22930 -1.00702 1.64993 0.234
H -1.71594 1.75044 0.92817 0.245
H -3.31077 1.00257 0.67058 0.266
H -2.42934 1.71990 -0.68868 0.264
H 1.86755 1.05507 -1.04164 0.232
H 3.42452 0.73203 -0.26643 0.245
H 2.65854 -0.51608 -1.26414 0.236
H 2.37629 -0.24653 1.46589 0.433
```

Results
Strongest force on any atom (Eh/bohr): 0.02938
Relative energy (zero: lowest compared OMol25 entry of this formula, charge and spin) (kcal per mole): 20.28
Structure (SMILES): C/[NH+]=C\[C@H]1C=C1C
LUMO (eV): -4.12
Charge: +1
Highest occupied orbital energy (Ha): -0.529

---

[8]
Computed, not measured: an isolated ion of composition C6H10N and charge +1 in a non-equilibrium geometry, with ωB97M-V/def2-TZVPD.

```
17
Properties=species:S:1:pos:R:3:mulliken_spin:R:1
C -0.36716 2.66427 -0.57341 0.636
C -0.07127 1.30559 -0.10503 0.064
C -0.77955 2.42624 0.67492 0.879
C 0.36680 0.04542 -0.35155 0.329
C 0.96666 -0.51522 -1.63755 -0.022
C -0.81972 -1.53217 1.18444 0.035
N 0.47556 -0.97503 0.66592 -0.005
H -0.17360 3.45607 -1.25228 0.006
H -1.43054 2.70854 1.47023 0.009
H 1.93255 -1.00649 -1.30688 0.028
H 1.09130 0.33394 -2.30921 0.009
H 0.35169 -1.24533 -2.16454 0.029
H -1.59830 -2.02273 0.42398 -0.003
H -0.64236 -2.30760 1.97206 0.000
H -1.35518 -0.73609 1.70980 -0.003
H 0.91974 -1.79748 0.08770 -0.004
H 1.13339 -0.80192 1.51140 0.012
```

Results
Strongest force on any atom (Eh/bohr): 0.11919
Relative energy (zero: lowest compared OMol25 entry of this formula, charge and spin) (kcal per mole): 105.71
Spin multiplicity: 3
LUMO (alpha / beta) (eV): -3.65 / -6.32
Charge: +1
Highest occupied orbital energy (alpha / beta) (Ha): -0.336 / -0.555